# 1
A single C5H9N molecule at a distorted geometry, computed with ωB97M-V/def2-TZVPD.

- frontier orbital gap (eV) = 12.370
- molecular weight (g mol⁻¹) = 83.1
- total charge = 0
- SMILES string = CCCCC#N
- E_LUMO (eV) = 0.89
- highest occupied orbital energy (eV) = -11.48

Each atom is followed by the atoms it is bonded to, with distances in Å.
Atoms and positions in Å:
1 C 0.36 2.14 0.45  C2 1.526, H7 1.096, H8 1.094, H9 1.096
2 C 0.36 0.89 -0.42  C1 1.526, C3 1.527, H10 1.099, H11 1.099
3 C -0.28 -0.31 0.28  C2 1.527, C4 1.537, H12 1.096, H13 1.097
4 C -0.28 -1.57 -0.60  C3 1.537, C5 1.466, H14 1.097, H15 1.096
5 C -0.45 -2.79 0.20  C4 1.466, N6 1.157
6 N -0.56 -3.73 0.85  C5 1.157
7 H 0.87 1.96 1.40  C1 1.096
8 H 0.87 2.97 -0.05  C1 1.094
9 H -0.67 2.46 0.68  C1 1.096
10 H 1.39 0.63 -0.70  C2 1.099
11 H -0.17 1.10 -1.37  C2 1.099
12 H 0.27 -0.51 1.21  C3 1.096
13 H -1.31 -0.07 0.58  C3 1.097
14 H 0.67 -1.66 -1.14  C4 1.097
15 H -1.07 -1.52 -1.35  C4 1.096

# 2
A single C5H11NO molecule at a distorted geometry, computed with ωB97M-V/def2-TZVPD.

- frontier orbital gap (eV) = 10.009
- molecular weight (g mol⁻¹) = 101.1
- total charge = 0
- SMILES string = CC(C)N(C)C=O
- E_LUMO (eV) = 0.94
- highest occupied orbital energy (eV) = -9.07

Each atom is followed by the atoms it is bonded to, with distances in Å.
Atoms and positions in Å:
1 C -1.10 1.22 0.34  C2 1.594, H8 1.095, H9 1.091, H10 1.111
2 C 0.31 0.67 -0.16  C1 1.594, C3 1.535, N4 1.581, H11 1.061
3 C 1.60 0.95 0.61  C2 1.535, H12 1.098, H13 1.133, H14 1.149
4 N 0.18 -0.90 -0.29  C2 1.581, C5 1.463, C6 1.415
5 C -0.50 -1.22 -1.55  N4 1.463, H15 1.110, H16 1.097, H17 1.116
6 C -0.02 -1.67 0.88  N4 1.415, O7 1.207, H18 1.147
7 O 0.56 -1.47 1.93  C6 1.207
8 H -1.07 2.31 0.22  C1 1.095
9 H -1.02 1.01 1.40  C1 1.091
10 H -2.09 0.80 0.04  C1 1.111
11 H 0.45 0.97 -1.17  C2 1.061
12 H 1.31 1.21 1.64  C3 1.098
13 H 2.49 0.26 0.70  C3 1.133
14 H 2.08 1.96 0.33  C3 1.149
15 H -1.61 -1.21 -1.51  C5 1.110
16 H -0.30 -2.22 -1.94  C5 1.097
17 H -0.27 -0.46 -2.33  C5 1.116
18 H -1.03 -2.21 0.86  C6 1.147

# 3
A single C2H3F2NO molecule at a distorted geometry, computed with ωB97M-V/def2-TZVPD.

- frontier orbital gap (spin up / spin down) (eV) = 8.212 / 6.581
- molecular weight (g mol⁻¹) = 95.0
- total charge = 0
- E_LUMO (spin up / spin down) (eV) = 0.46 / 0.29
- highest occupied orbital energy (spin up / spin down) (eV) = -7.75 / -6.29

Each atom is followed by the atoms it is bonded to, with distances in Å.
Atoms and positions in Å:
1 C 0.08 -0.02 0.73  N3 1.303, O4 1.374, H7 1.110
2 C -0.01 0.75 -1.79  O4 1.410, F5 1.354, F6 1.346
3 N 0.21 -1.11 1.43  C1 1.303, H8 1.093, H9 0.953
4 O -0.03 -0.06 -0.64  C1 1.374, C2 1.410
5 F -0.91 0.37 -2.73  C2 1.354
6 F -0.28 2.06 -1.64  C2 1.346
7 H 0.29 0.99 1.15  C1 1.110
8 H 0.52 -1.02 2.48  N3 1.093
9 H 0.14 -1.96 1.02  N3 0.953

# 4
2 unconnected molecules or ions with the total composition C15H19BCl4FN3O2 at a distorted geometry, computed with ωB97M-V/def2-TZVPD.

- frontier orbital gap (eV) = 8.215
- molecular weight (g mol⁻¹) = 445.0
- total charge = 0
- SMILES string = NCCCc1cc(CB(O)O)c2ncc(CCF)nc2c1.ClC(Cl)(Cl)Cl
- E_LUMO (eV) = -0.31
- highest occupied orbital energy (eV) = -8.53

Each atom is followed by the atoms it is bonded to, with distances in Å.
Atoms and positions in Å:
1 N -0.89 1.87 -2.87  C2 1.467, H22 1.011, H23 1.010
2 C -0.52 1.59 -4.26  N1 1.467, C3 1.531, H24 1.098, H25 1.112
3 C 0.85 0.92 -4.42  C2 1.531, C4 1.555, H26 1.105, H27 1.098
4 C 0.88 -0.58 -4.01  C3 1.555, C5 1.529, H28 1.099, H29 1.100
5 C 0.75 -0.73 -2.49  C4 1.529, C6 1.429, C21 1.358
6 C -0.23 -1.60 -1.94  C5 1.429, C7 1.356, H30 1.088
7 C -0.35 -1.69 -0.60  C6 1.356, C8 1.533, C12 1.421
8 C -1.43 -2.62 -0.02  C7 1.533, B9 1.599, H31 1.101, H32 1.094
9 B -2.62 -1.66 0.47  C8 1.599, O10 1.410, O11 1.393
10 O -3.33 -1.95 1.66  B9 1.410, H33 0.970
11 O -2.96 -0.49 -0.20  B9 1.393, H34 0.968
12 C 0.47 -0.94 0.28  C7 1.421, N13 1.366, C20 1.404
13 N 0.27 -1.08 1.63  C12 1.366, C14 1.312
14 C 1.06 -0.32 2.34  N13 1.312, C15 1.427, H35 1.094
15 C 2.04 0.56 1.79  C14 1.427, C16 1.529, N19 1.312
16 C 2.87 1.41 2.76  C15 1.529, C17 1.524, H36 1.098, H37 1.096
17 C 4.33 0.98 2.81  C16 1.524, F18 1.409, H38 1.099, H39 1.095
18 F 4.94 1.74 3.83  C17 1.409
19 N 2.27 0.69 0.50  C15 1.312, C20 1.368
20 C 1.45 -0.09 -0.26  C12 1.404, N19 1.368, C21 1.413
21 C 1.57 -0.01 -1.67  C5 1.358, C20 1.413, H40 1.089
22 H -0.12 2.22 -2.33  N1 1.011
23 H -1.71 2.45 -2.80  N1 1.010
24 H -1.34 1.06 -4.76  C2 1.098
25 H -0.43 2.57 -4.78  C2 1.112
26 H 1.08 0.94 -5.50  C3 1.105
27 H 1.66 1.50 -3.95  C3 1.098
28 H 0.05 -1.11 -4.50  C4 1.099
29 H 1.82 -1.02 -4.39  C4 1.100
30 H -0.88 -2.17 -2.60  C6 1.088
31 H -1.83 -3.23 -0.85  C8 1.101
32 H -1.05 -3.23 0.80  C8 1.094
33 H -2.84 -1.49 2.35  O10 0.970
34 H -2.75 0.24 0.40  O11 0.968
35 H 0.95 -0.35 3.43  C14 1.094
36 H 2.80 2.45 2.38  C16 1.098
37 H 2.42 1.32 3.75  C16 1.096
38 H 4.46 -0.07 3.11  C17 1.099
39 H 4.88 1.18 1.89  C17 1.095
40 H 2.31 0.65 -2.11  C21 1.089
41 Cl -2.67 0.47 4.21  C42 1.777
42 C -4.18 0.02 5.03  Cl41 1.777, Cl43 1.768, Cl44 1.768, Cl45 1.763
43 Cl -3.80 -0.63 6.63  C42 1.768
44 Cl -5.21 1.45 5.20  C42 1.768
45 Cl -5.02 -1.21 4.08  C42 1.763